{"formula": "C51H62AsBeOSSb2", "method": "ωB97M-V/def2-TZVPD", "total_charge": -1, "e_homo_ev": -2.43, "molar_mass_g_mol": 1050.6, "e_tot_ev": -141089.724, "symbols": ["Be", "S", "C", "C", "C", "C", "C", "C", "As", "C", "C", "C", "C", "C", "C", "C", "C", "C", "C", "C", "C", "H", "H", "H", "H", "H", "H", "H", "H", "H", "H", "H", "H", "H", "H", "C", "C", "C", "C", "Sb", "C", "C", "C", "C", "C", "C", "C", "C", "H", "H", "H", "H", "H", "H", "H", "H", "H", "H", "H", "H", "H", "H", "H", "H", "H", "H", "H", "H", "H", "H", "H", "H", "H", "H", "H", "C", "C", "C", "C", "C", "C", "Sb", "C", "C", "C", "C", "C", "C", "C", "C", "C", "C", "C", "C", "H", "H", "H", "H", "H", "H", "H", "H", "H", "H", "H", "H", "H", "H", "H", "C", "O", "C", "C", "H", "H", "H", "H", "H", "H"], "positions_angstrom": [[-0.528, 1.523, 0.935], [-0.241, 0.362, 2.537], [1.421, 0.701, 3.045], [1.654, 0.851, 4.417], [2.930, 1.056, 4.908], [4.010, 1.120, 4.036], [3.788, 0.967, 2.678], [2.509, 0.752, 2.172], [2.221, 0.488, 0.250], [3.905, -0.453, -0.119], [5.032, 0.096, -0.716], [6.117, -0.707, -1.043], [6.091, -2.066, -0.771], [4.972, -2.624, -0.166], [3.886, -1.822, 0.149], [2.715, 2.263, -0.402], [2.903, 2.419, -1.773], [3.207, 3.662, -2.305], [3.307, 4.770, -1.473], [3.100, 4.623, -0.112], [2.810, 3.374, 0.423], [0.808, 0.807, 5.091], [3.080, 1.164, 5.976], [5.012, 1.289, 4.409], [4.627, 1.004, 1.993], [5.063, 1.155, -0.941], [6.987, -0.265, -1.515], [6.936, -2.691, -1.035], [4.940, -3.685, 0.054], [3.006, -2.270, 0.602], [2.811, 1.563, -2.435], [3.351, 3.769, -3.374], [3.533, 5.744, -1.889], [3.153, 5.484, 0.543], [2.641, 3.277, 1.489], [-0.954, -3.630, -2.662], [-0.740, -4.257, -1.284], [0.758, -4.545, -1.140], [-1.501, -5.577, -1.241], [-1.168, -2.645, 0.175], [-0.790, -3.699, 2.083], [-1.017, -5.206, 2.073], [-1.607, -3.100, 3.226], [0.693, -3.421, 2.369], [-3.352, -2.384, 0.103], [-3.774, -1.514, 1.292], [-3.621, -1.554, -1.157], [-4.194, -3.652, 0.073], [-0.539, -4.288, -3.437], [-0.450, -2.666, -2.762], [-2.008, -3.481, -2.897], [1.081, -5.201, -1.957], [0.999, -5.047, -0.202], [1.356, -3.631, -1.201], [-1.134, -6.219, -2.051], [-2.572, -5.444, -1.397], [-1.362, -6.123, -0.306], [-2.037, -5.474, 1.789], [-0.839, -5.603, 3.081], [-0.331, -5.723, 1.400], [-2.649, -3.432, 3.195], [-1.580, -2.011, 3.243], [-1.183, -3.452, 4.175], [1.352, -3.821, 1.592], [0.976, -3.896, 3.317], [0.885, -2.351, 2.458], [-3.098, -0.669, 1.450], [-3.846, -2.077, 2.222], [-4.765, -1.095, 1.082], [-3.129, -0.581, -1.098], [-4.701, -1.378, -1.244], [-3.301, -2.046, -2.076], [-3.952, -4.339, 0.887], [-4.082, -4.189, -0.870], [-5.255, -3.386, 0.166], [-0.947, 4.802, -5.241], [0.280, 4.177, -5.095], [0.367, 2.946, -4.456], [-0.762, 2.320, -3.942], [-1.985, 2.973, -4.077], [-2.084, 4.193, -4.729], [-0.686, 0.460, -2.852], [1.130, -0.275, -3.760], [1.502, -0.033, -5.082], [2.680, -0.551, -5.596], [3.510, -1.327, -4.795], [3.145, -1.598, -3.487], [1.958, -1.078, -2.982], [-1.955, -0.522, -4.365], [-1.526, -1.546, -5.207], [-2.411, -2.222, -6.037], [-3.756, -1.888, -6.044], [-4.207, -0.878, -5.205], [-3.315, -0.217, -4.375], [-1.017, 5.761, -5.739], [1.180, 4.648, -5.473], [1.339, 2.481, -4.351], [-2.884, 2.543, -3.651], [-3.049, 4.677, -4.818], [0.863, 0.567, -5.720], [2.954, -0.349, -6.624], [4.439, -1.717, -5.194], [3.782, -2.198, -2.847], [1.681, -1.298, -1.956], [-0.482, -1.835, -5.219], [-2.046, -3.018, -6.676], [-4.448, -2.413, -6.691], [-5.259, -0.616, -5.185], [-3.710, 0.536, -3.699], [-2.901, 2.665, 0.693], [-1.965, 1.844, 0.024], [-0.502, 2.526, -0.257], [-0.607, 3.851, -0.920], [-3.553, 2.039, 1.311], [-3.519, 3.204, -0.033], [-2.387, 3.393, 1.331], [-1.361, 3.857, -1.717], [0.338, 4.090, -1.417], [-0.841, 4.711, -0.265]], "forces_ev_per_angstrom": [[-0.30, -0.13, -0.16], [-0.18, 0.05, 0.03], [-0.14, -0.04, 0.12], [0.03, 0.00, 0.03], [-0.01, -0.01, -0.01], [0.01, 0.02, 0.01], [0.07, 0.01, 0.06], [0.07, 0.03, -0.19], [-0.14, 0.07, -0.06], [-0.06, -0.06, 0.01], [0.04, 0.06, -0.03], [0.07, 0.02, -0.02], [0.02, -0.05, 0.00], [0.00, 0.00, 0.02], [0.04, -0.06, 0.00], [0.04, -0.17, 0.05], [-0.01, 0.03, -0.05], [-0.02, 0.04, -0.04], [0.01, 0.01, -0.03], [0.00, 0.03, 0.04], [-0.04, 0.05, 0.07], [-0.01, 0.00, 0.01], [0.01, 0.02, 0.01], [0.01, -0.02, 0.00], [0.02, 0.02, -0.01], [0.01, -0.03, 0.01], [0.00, -0.01, -0.01], [0.01, 0.00, 0.01], [0.01, -0.01, -0.01], [0.00, 0.03, -0.01], [0.00, -0.02, 0.01], [0.01, 0.01, 0.00], [-0.01, 0.01, -0.01], [0.01, 0.01, -0.01], [0.00, -0.02, -0.03], [0.01, 0.02, 0.00], [0.02, -0.02, -0.13], [0.00, 0.00, 0.03], [-0.08, -0.08, 0.12], [0.14, 0.09, 0.01], [0.13, -0.06, 0.07], [0.04, -0.03, -0.03], [-0.07, -0.06, 0.00], [-0.04, -0.03, 0.00], [-0.09, 0.09, 0.00], [-0.02, -0.04, 0.05], [-0.02, -0.09, 0.00], [-0.01, -0.05, -0.01], [0.00, -0.03, -0.02], [0.00, -0.01, 0.02], [-0.02, 0.00, 0.02], [0.01, -0.01, -0.02], [0.00, 0.00, 0.00], [0.01, 0.02, 0.01], [0.00, -0.03, -0.03], [0.05, 0.01, 0.00], [-0.03, 0.06, -0.14], [-0.01, 0.01, 0.01], [0.01, -0.01, 0.04], [-0.02, 0.03, 0.05], [0.07, 0.02, -0.02], [0.01, 0.01, -0.03], [-0.01, -0.02, 0.04], [-0.04, 0.00, 0.01], [0.02, -0.01, 0.03], [0.00, 0.05, 0.00], [0.05, 0.01, -0.01], [0.03, 0.05, -0.06], [-0.04, -0.01, 0.01], [0.04, 0.02, -0.01], [-0.03, 0.02, 0.00], [0.02, 0.01, 0.00], [0.00, 0.02, 0.01], [0.01, 0.02, 0.02], [-0.03, 0.00, 0.01], [-0.03, 0.05, -0.02], [0.04, 0.00, -0.01], [0.12, 0.03, 0.06], [0.05, -0.03, 0.03], [-0.11, 0.00, 0.00], [-0.01, 0.03, 0.01], [-0.29, -0.05, 0.14], [-0.03, 0.04, 0.02], [-0.04, 0.06, -0.05], [0.03, -0.01, -0.03], [0.05, -0.01, -0.02], [0.00, -0.01, 0.02], [0.02, -0.06, 0.10], [0.03, -0.02, -0.03], [0.07, 0.00, -0.06], [0.01, -0.02, -0.03], [-0.04, -0.03, -0.04], [-0.06, -0.01, -0.02], [-0.05, 0.01, 0.09], [0.00, 0.00, 0.00], [0.00, 0.00, -0.01], [0.00, 0.01, 0.02], [0.02, -0.01, -0.02], [-0.01, 0.01, -0.01], [0.00, -0.01, 0.00], [0.01, 0.01, -0.01], [0.00, -0.01, 0.00], [0.02, -0.01, 0.00], [0.00, 0.03, -0.01], [0.03, 0.00, 0.00], [0.00, 0.00, -0.01], [0.00, 0.00, 0.01], [-0.01, 0.00, -0.01], [0.02, 0.00, 0.01], [-0.08, 0.05, -0.03], [0.20, -0.16, 0.27], [0.46, 0.27, -0.30], [-0.16, 0.07, 0.02], [-0.01, 0.01, -0.01], [0.03, 0.02, 0.02], [-0.01, -0.01, 0.04], [0.00, -0.01, -0.04], [0.07, -0.05, 0.06], [-0.03, -0.02, 0.02]], "mulliken_charge": [-2.14, -0.41, 0.85, -0.93, -0.58, -0.82, -0.28, -0.31, 0.85, 0.06, 0.09, -0.59, -0.61, -0.39, -0.85, 0.23, -0.06, -1.06, -0.68, -0.71, -0.58, 0.43, 0.35, 0.41, 0.36, 0.44, 0.41, 0.34, 0.41, 0.39, 0.47, 0.43, 0.34, 0.36, 0.34, -2.56, 2.20, -1.99, -1.77, 1.71, 2.10, -1.89, -1.96, -1.69, 2.09, -1.79, -1.78, -1.87, 0.64, 0.43, 0.26, 0.51, 0.36, 0.15, 0.49, 0.24, 0.27, 0.26, 0.50, 0.33, 0.33, 0.24, 0.57, 0.23, 0.58, 0.18, 0.05, 0.34, 0.54, -0.16, 0.58, 0.27, 0.21, 0.32, 0.48, -0.64, -0.98, -0.26, 1.26, -0.65, -0.77, 0.68, 0.35, -0.61, -0.84, -0.95, -0.57, 0.04, 1.07, -0.53, -0.71, -0.57, -0.80, -0.27, 0.36, 0.40, 0.37, 0.20, 0.38, 0.55, 0.37, 0.36, 0.33, 0.49, 0.27, 0.41, 0.37, 0.40, 0.19, -1.12, 0.34, 2.71, -0.45, 0.26, 0.20, 0.35, 0.25, -0.08, 0.25]}